A cluster of 12 separate species, C32H80O20 in total in a non-equilibrium geometry. Source: the OMol25 dataset; level of theory: the ωB97M-V functional and the def2-TZVPD basis.

Last column: Mulliken charge in e.
Cartesian coordinates (Å):
C -0.158 1.359 5.874  -0.50
C 0.587 2.752 5.836  -0.84
C 0.585 3.071 4.304  -0.21
O -0.022 1.956 3.595  0.18
C -0.913 1.345 4.510  -0.01
H -0.832 1.255 6.723  0.42
H 0.638 0.611 5.894  0.07
H 1.583 2.709 6.277  0.37
H 0.073 3.540 6.409  0.26
H 1.588 3.209 3.897  -0.05
H -0.009 3.972 4.078  0.34
H -1.156 0.335 4.172  -0.12
H -1.867 1.897 4.545  0.27
C -2.672 -0.943 -4.558  0.07
C -3.031 0.497 -4.899  -0.35
C -4.560 0.476 -4.791  -0.58
O -4.856 -0.562 -3.814  -0.50
C -3.680 -1.251 -3.469  0.45
H -1.637 -1.084 -4.257  -0.11
H -2.888 -1.624 -5.391  0.28
H -2.662 0.890 -5.848  0.44
H -2.651 1.183 -4.124  0.02
H -5.051 0.211 -5.738  0.31
H -4.964 1.409 -4.393  0.30
H -3.905 -2.315 -3.377  0.25
H -3.324 -0.895 -2.484  -0.45
C -1.287 -0.743 -0.050  1.77
C -0.688 -0.282 1.352  1.11
C 0.714 0.139 0.963  0.19
O 0.633 0.697 -0.355  -0.52
C -0.332 -0.126 -1.092  0.24
H -2.285 -0.279 -0.121  -0.50
H -1.474 -1.804 -0.174  -0.76
H -0.632 -1.076 2.097  0.22
H -1.264 0.537 1.773  -0.85
H 1.380 -0.748 1.019  -0.66
H 1.145 0.873 1.651  0.17
H 0.173 -0.855 -1.734  -0.37
H -0.881 0.492 -1.822  0.17
C 4.012 1.685 0.960  -0.09
C 3.112 2.897 0.968  0.96
C 3.966 3.944 0.237  -0.55
O 5.287 3.669 0.486  -0.41
C 5.382 2.380 1.110  -0.53
H 3.909 1.056 0.075  0.01
H 3.777 1.026 1.810  0.13
H 3.014 3.175 2.026  -0.24
H 2.127 2.749 0.541  -0.37
H 3.753 4.982 0.518  0.31
H 3.799 3.913 -0.854  0.22
H 5.636 2.537 2.164  0.29
H 6.175 1.821 0.609  0.31
O 2.056 -4.261 3.360  -0.53
C 2.662 -2.936 3.489  -0.35
C 1.706 -1.936 4.081  0.34
O 1.609 -2.183 5.441  -0.62
H 2.027 -4.665 4.237  0.29
H 3.557 -3.000 4.124  0.39
H 2.991 -2.650 2.485  0.03
H 0.736 -2.071 3.582  0.00
H 2.006 -0.889 3.860  0.14
H 0.778 -1.809 5.769  0.35
O -0.979 -5.937 0.881  -0.61
C -0.625 -4.852 -0.040  0.00
C 0.821 -4.459 0.041  0.62
O 1.546 -5.219 -0.929  -0.65
H -0.450 -6.720 0.643  0.36
H -0.878 -5.129 -1.067  0.16
H -1.251 -3.991 0.228  -0.27
H 1.260 -4.594 1.034  0.40
H 0.950 -3.374 -0.192  -0.38
H 2.426 -4.821 -1.054  0.29
O 0.911 -2.093 -4.791  -0.59
C 0.782 -3.312 -4.026  -0.06
C -0.653 -3.578 -3.732  -0.64
O -1.039 -2.897 -2.564  -0.13
H 1.032 -1.291 -4.263  0.26
H 1.168 -4.092 -4.678  0.48
H 1.352 -3.281 -3.090  -0.02
H -0.764 -4.661 -3.577  0.49
H -1.247 -3.239 -4.587  0.23
H -1.931 -3.183 -2.333  0.12
O -3.915 2.720 -2.015  -0.53
C -4.852 1.880 -1.413  0.31
C -5.455 2.446 -0.184  -0.71
O -4.521 2.486 0.920  -0.30
H -3.101 2.712 -1.462  0.28
H -5.654 1.602 -2.111  0.41
H -4.408 0.890 -1.185  -0.29
H -6.283 1.824 0.161  0.35
H -5.818 3.467 -0.373  0.30
H -3.878 3.231 0.847  0.08
O 1.903 0.585 -4.301  -0.38
C 2.542 1.855 -4.052  0.01
C 3.914 1.937 -4.698  -0.53
O 3.876 2.095 -6.105  -0.52
H 1.217 0.714 -4.968  0.19
H 1.935 2.674 -4.456  0.44
H 2.625 1.988 -2.968  -0.22
H 4.467 1.020 -4.525  0.28
H 4.498 2.751 -4.226  0.33
H 3.556 2.982 -6.307  0.31
O 4.072 -4.004 -1.609  -0.55
C 4.227 -2.598 -1.211  0.32
C 5.477 -2.376 -0.444  -0.29
O 5.285 -2.996 0.842  -0.49
H 4.683 -4.188 -2.336  0.29
H 4.145 -1.922 -2.076  0.34
H 3.382 -2.349 -0.558  -0.37
H 5.670 -1.305 -0.293  0.17
H 6.327 -2.832 -0.971  0.30
H 6.036 -2.794 1.406  0.29
O -4.430 0.037 4.440  -0.62
C -4.186 0.026 2.936  0.13
C -3.774 -1.366 2.582  0.20
O -4.837 -2.295 2.828  -0.59
H -4.783 0.894 4.692  0.32
H -5.133 0.258 2.416  0.39
H -3.420 0.765 2.650  -0.15
H -2.929 -1.641 3.249  0.09
H -3.492 -1.442 1.542  -0.10
H -5.309 -1.997 3.633  0.37
O -3.081 5.015 0.855  -0.55
C -1.727 5.037 0.309  -0.91
C -1.063 3.699 0.558  0.50
O -1.313 2.825 -0.543  -0.36
H -3.276 5.881 1.213  0.29
H -1.768 5.292 -0.759  0.27
H -1.130 5.820 0.801  0.45
H -1.446 3.308 1.522  -0.05
H 0.019 3.869 0.698  -0.01
H -0.794 1.985 -0.417  -0.11

Forces on atoms 1 to 6 (eV/Å):
0.1 1.2 -0.6
-0.8 -0.3 -0.4
-0.2 -0.1 0.0
0.5 0.5 0.6
0.2 -0.3 0.8
0.1 -0.1 0.0

Values from the calculation:
* multiplicity: 1
* SMILES: C1CCOC1.C1CCOC1.C1CCOC1.C1CCOC1.OCCO.OCCO.OCCO.OCCO.OCCO.OCCO.OCCO.OCCO
* HOMO-LUMO gap: 9.553 eV
* F_max: 2.15 eV/Å